122
Properties=species:S:1:pos:R:3 method="wB97M-V/def2-TZVPD" e_above_lowest_kj_mol=70.16 homo_ev=-11.20 charge=+1
C 4.2008 0.1131 1.3218
C 5.1120 0.6091 0.1555
C 4.2042 0.7305 -1.0859
C 5.7625 1.9299 0.6396
C 6.2416 2.9280 -0.4554
C 7.7110 3.3211 -0.1105
C 5.4448 4.2492 -0.3864
O 4.1737 4.1994 -1.0977
C 3.1326 3.9831 -0.3366
C 2.7825 4.4122 0.9269
N 1.5602 3.8797 1.2787
S 0.7852 4.1268 2.7930
C 1.1287 3.1236 0.2380
P -0.4462 2.1736 0.2799
O -0.8759 1.7208 -1.2043
O -1.6118 3.1733 0.8060
S -0.1654 0.6878 1.4618
N 2.0440 3.2124 -0.7143
H 3.2510 0.6677 1.2800
H 3.9426 -0.9425 1.2355
H 4.6460 0.3649 2.2873
H 5.8391 -0.1920 0.0055
H 3.2234 1.0942 -0.7773
H 4.0371 -0.2838 -1.4667
H 4.6317 1.2960 -1.9144
H 5.1132 2.4185 1.3754
H 6.6542 1.6319 1.2026
H 6.2775 2.5051 -1.4588
H 8.0075 4.2099 -0.6688
H 8.3848 2.5019 -0.3659
H 7.7693 3.5290 0.9590
H 6.0363 5.0101 -0.8901
H 5.3637 4.5717 0.6496
H 3.3717 5.0670 1.5474
H 1.5924 3.3503 3.5659
H -0.4925 0.8422 -1.3589
H -1.2483 4.0701 0.8200
H 1.9839 2.7355 -1.6045
O -1.0419 -1.7943 -0.1215
C -2.1269 -2.1844 0.2191
O -2.4867 -3.4777 0.1793
C -3.8807 -3.6177 0.5463
C -4.1968 -2.3650 1.3511
C -3.2797 -1.3328 0.7028
H -4.4704 -3.6911 -0.3572
H -4.0118 -4.5282 1.1244
H -5.2525 -2.0991 1.3308
H -3.9065 -2.5072 2.3947
H -3.7466 -0.8521 -0.1595
H -2.9341 -0.5836 1.4116
O 7.2024 6.3633 0.7092
C 8.0866 7.1609 0.5468
O 7.9512 8.4670 0.8406
C 9.1332 9.1897 0.4407
C 10.2341 8.1437 0.3807
C 9.4606 6.8952 -0.0326
H 8.9429 9.6514 -0.5301
H 9.3372 9.9720 1.1672
H 11.0433 8.4101 -0.2958
H 10.6613 7.9980 1.3739
H 9.3725 6.8074 -1.1172
H 9.8869 5.9866 0.3841
O -7.7136 0.9899 3.5113
C -6.6876 1.3232 3.0004
O -6.6118 1.8084 1.7344
C -5.2382 2.0185 1.3679
C -4.4930 2.1560 2.6869
C -5.3005 1.2492 3.6078
H -4.9005 1.1596 0.7818
H -5.1589 2.9143 0.7557
H -3.4382 1.8912 2.6190
H -4.5556 3.1868 3.0385
H -4.9561 0.2138 3.5710
H -5.3103 1.6045 4.6344
O -3.5575 6.1043 3.9995
C -3.9167 5.6770 5.0585
O -3.8090 4.3679 5.3914
C -4.4179 4.1353 6.6777
C -4.4204 5.4911 7.3658
C -4.5715 6.4470 6.1847
H -5.4270 3.7488 6.5180
H -3.8379 3.3918 7.2197
H -5.1998 5.5880 8.1187
H -3.4592 5.6603 7.8540
H -5.6175 6.6199 5.9275
H -4.0647 7.3932 6.3498
O 2.5300 -7.0583 -1.9830
C 1.5094 -6.5506 -1.6203
O 1.0022 -6.7141 -0.3759
C -0.2842 -6.0704 -0.2789
C -0.2926 -5.0269 -1.3809
C 0.5783 -5.6856 -2.4458
H -1.0612 -6.8263 -0.4160
H -0.3925 -5.6321 0.7102
H -1.2939 -4.7698 -1.7169
H 0.1870 -4.1126 -1.0284
H -0.0005 -6.3307 -3.1059
H 1.1413 -4.9613 -3.0281
O -4.5017 -5.2751 -1.7915
C -5.3104 -5.2103 -2.6800
O -6.6304 -5.0537 -2.4382
C -7.3658 -5.1146 -3.6749
C -6.3547 -4.7683 -4.7548
C -5.0612 -5.3246 -4.1654
H -7.7661 -6.1239 -3.7884
H -8.1941 -4.4110 -3.6333
H -6.6105 -5.1802 -5.7291
H -6.2787 -3.6835 -4.8580
H -4.9208 -6.3818 -4.4247
H -4.1903 -4.7444 -4.4595
O -3.9989 -7.8079 -5.4634
C -3.1153 -8.6136 -5.5628
O -3.1085 -9.5826 -6.4986
C -1.9792 -10.4552 -6.2974
C -0.9786 -9.6319 -5.5027
C -1.8969 -8.7379 -4.6754
H -2.3188 -11.3383 -5.7526
H -1.5915 -10.7669 -7.2641
H -0.2954 -10.2377 -4.9110
H -0.3819 -9.0188 -6.1801
H -2.1942 -9.2097 -3.7373
H -1.4626 -7.7622 -4.4835